# 1
# C48H108F2N8O7S2

8 unconnected molecules or ions with the total composition C48H108F2N8O7S2 at a distorted geometry (wB97M-V/def2-TZVPD, the OMol25 dataset).

Structure (XYZ):
```
175
Properties=species:S:1:pos:R:3:mulliken_charge:R:1
C -5.3640 3.7272 2.0635 -1.90
C -4.1126 3.6336 1.1997 2.41
C -4.0042 4.7128 0.1656 -1.43
N -2.7992 4.7394 -0.7455 0.49
C -2.6661 3.4275 -1.5039 -1.08
C -2.9117 5.8133 -1.8108 -0.57
C -2.4372 7.1154 -1.1082 -0.74
C -1.5249 6.6040 0.0298 -0.79
C -1.5194 5.0885 -0.0614 -0.24
H -5.3289 2.9693 2.8437 0.40
H -6.2490 3.6108 1.4332 0.47
H -5.4790 4.6526 2.6295 0.43
H -4.1285 2.6214 0.7899 -0.93
H -3.2531 3.7978 1.8519 -0.38
H -4.1142 5.6911 0.6427 0.52
H -4.8533 4.7849 -0.5244 0.47
H -2.5157 2.6357 -0.7670 0.14
H -1.6930 3.4321 -1.9904 0.35
H -3.5458 3.2761 -2.1200 0.43
H -2.1555 5.5940 -2.5610 0.40
H -3.9061 5.8114 -2.2491 0.43
H -1.9786 7.6838 -1.9170 0.34
H -3.1702 7.7770 -0.6530 0.33
H -0.5279 7.0367 -0.0512 0.46
H -1.9366 7.0431 0.9372 0.36
H -0.7236 4.8162 -0.7580 0.42
H -1.2755 4.6381 0.8992 0.07
C -5.1348 -0.0152 2.1128 -1.49
C -5.2400 -0.8938 0.8372 -0.02
C -4.8571 -0.1554 -0.4277 -0.03
N -4.5661 -1.0507 -1.6157 0.38
C -5.7337 -1.9570 -1.9189 -0.97
C -3.3444 -1.9085 -1.3757 -0.01
C -2.7990 -2.3407 -2.7610 -0.93
C -3.1772 -1.0835 -3.5523 -0.16
C -4.2461 -0.2329 -2.8564 0.13
H -4.1096 0.3571 2.1033 0.24
H -5.4277 -0.5937 2.9838 0.42
H -5.8333 0.8147 2.0155 0.47
H -6.2728 -1.1965 0.6294 0.51
H -4.7268 -1.8476 0.9579 -0.23
H -3.9315 0.3994 -0.2324 -0.39
H -5.5484 0.5520 -0.8887 0.64
H -5.8828 -2.6314 -1.0825 0.34
H -5.5361 -2.5131 -2.8342 0.48
H -6.6313 -1.3776 -2.1305 0.35
H -3.5939 -2.7462 -0.7329 0.14
H -2.6031 -1.2296 -0.9503 -0.14
H -3.3355 -3.2036 -3.1530 0.38
H -1.7315 -2.5282 -2.7864 0.47
H -3.6321 -1.1836 -4.5439 0.53
H -2.2856 -0.5030 -3.7956 -0.40
H -5.1623 -0.0164 -3.3969 0.51
H -3.7957 0.6956 -2.5046 -0.42
C 6.1269 1.7421 -5.4704 -1.36
C 4.7202 1.1347 -5.3623 -0.81
C 3.8060 1.6585 -4.2561 0.20
N 2.4645 2.0594 -4.9209 0.11
C 2.6114 3.1983 -5.9203 -1.04
C 1.4402 2.4530 -3.8365 -1.08
C 0.4392 1.3309 -3.7509 1.11
C 0.4065 0.8646 -5.2184 -0.94
C 1.8630 0.8391 -5.5856 -0.55
H 6.5407 1.7372 -4.4586 0.36
H 6.1228 2.7534 -5.8686 0.32
H 6.7928 1.0843 -6.0238 0.41
H 4.7814 0.0620 -5.1331 0.29
H 4.2684 1.0170 -6.3481 0.52
H 4.2284 2.5230 -3.7439 0.63
H 3.5061 0.9040 -3.5281 -0.22
H 1.6608 3.2632 -6.4437 0.42
H 3.4288 2.9295 -6.5813 0.42
H 2.8126 4.1338 -5.4045 0.37
H 0.9199 3.3332 -4.2153 0.35
H 2.0264 2.7827 -2.9807 0.41
H -0.5937 1.5797 -3.5038 0.14
H 0.6098 0.4814 -3.0879 -0.53
H -0.2484 1.4938 -5.8218 0.42
H -0.0217 -0.1374 -5.2705 0.51
H 2.0342 0.8888 -6.6588 0.42
H 2.2773 -0.0902 -5.1987 0.24
C 3.0997 2.1905 0.5665 -1.50
C 2.6645 1.0600 1.5086 2.43
C 2.7079 1.5970 2.9741 -1.84
N 2.2851 0.6174 4.0887 0.82
C 1.0724 -0.2007 3.6545 -1.44
C 3.3193 -0.3703 4.6731 -0.57
C 3.3336 -0.1676 6.1987 -0.77
C 2.2490 0.8321 6.5719 -0.78
C 2.0680 1.5799 5.3126 -0.57
H 3.7179 2.9177 1.0923 0.54
H 2.2587 2.7399 0.1371 0.20
H 3.6090 1.8178 -0.3249 0.25
H 3.3964 0.2492 1.4702 -0.43
H 1.6739 0.7207 1.2108 -0.78
H 2.0357 2.4533 3.0458 0.63
H 3.6874 2.0217 3.1900 0.59
H 0.8616 -0.8987 4.4587 0.60
H 1.4506 -0.7347 2.7835 0.42
H 0.1994 0.3572 3.3169 0.15
H 3.0837 -1.4093 4.4340 0.37
H 4.2763 -0.2802 4.1571 0.35
H 3.2347 -1.1428 6.6735 0.36
H 4.3426 0.1618 6.4504 0.33
H 1.3626 0.3044 6.9240 0.33
H 2.5858 1.4350 7.4129 0.43
H 1.1056 2.0788 5.2171 0.24
H 2.7617 2.4093 5.1712 0.62
C 0.2967 -6.2095 -0.2903 -1.24
C -0.3812 -6.1257 1.0769 -0.38
C -1.4736 -5.0629 1.1541 -0.20
N -2.3000 -4.9549 2.4637 0.18
C -3.0167 -6.2857 2.6676 -0.83
C -3.2897 -3.8889 2.3046 -1.07
C -2.6352 -2.5626 2.7339 0.80
C -1.2984 -2.9796 3.3605 0.05
C -1.4738 -4.4716 3.6707 -0.68
H 0.7616 -5.2518 -0.5370 0.06
H -0.3586 -6.5884 -1.0714 0.42
H 1.1285 -6.9101 -0.2096 0.46
H 0.3722 -5.9969 1.8562 0.33
H -0.8764 -7.0786 1.2707 0.19
H -2.2792 -5.3896 0.4974 0.47
H -1.0659 -4.0620 1.0224 -0.01
H -3.8291 -6.3377 1.9470 0.39
H -3.3620 -6.2044 3.6952 0.37
H -2.3621 -7.1369 2.5173 0.35
H -4.1879 -4.1553 2.8638 0.21
H -3.6827 -3.8336 1.2863 0.49
H -3.3024 -2.1421 3.4865 0.59
H -2.4544 -1.8139 1.9657 -0.82
H -1.0441 -2.5105 4.3085 0.54
H -0.5390 -2.7927 2.6008 -0.48
H -2.1268 -4.5789 4.5355 0.51
H -0.5901 -5.1017 3.7148 0.41
C 6.4440 -5.7321 -2.4660 -1.39
C 5.5215 -4.9628 -1.5201 -0.23
C 5.2437 -3.5804 -2.1016 -1.02
N 4.6428 -2.5857 -1.0208 0.92
C 5.6111 -2.3174 0.0789 -0.81
C 4.3559 -1.2974 -1.8618 -1.08
C 2.8535 -0.9656 -1.7990 0.76
C 2.3560 -1.9060 -0.6776 0.89
C 3.2897 -3.1022 -0.6093 -1.35
H 6.5604 -6.7956 -2.2576 0.39
H 7.4187 -5.2500 -2.4989 0.37
H 6.0248 -5.8091 -3.4736 0.35
H 6.0246 -4.8662 -0.5586 0.21
H 4.5688 -5.4550 -1.3221 0.40
H 4.4652 -3.5057 -2.8552 0.56
H 6.1542 -3.0535 -2.3853 0.46
H 6.0127 -3.2450 0.4782 0.28
H 5.1514 -1.7461 0.8813 0.14
H 6.4787 -1.8145 -0.3460 0.46
H 5.0417 -0.5981 -1.3907 0.07
H 4.5899 -1.4840 -2.9056 0.25
H 2.5982 0.0297 -1.4339 -0.09
H 2.3001 -1.0735 -2.7302 0.11
H 2.5530 -1.4205 0.2763 -0.87
H 1.3383 -2.2775 -0.7667 0.46
H 3.3276 -3.4394 0.4301 0.35
H 3.0026 -4.0318 -1.0985 0.29
N -0.9236 0.3164 0.3989 -0.17
O -0.9169 0.6585 -0.8127 -0.06
O -0.4788 -0.8082 0.7335 -0.35
O -1.4536 1.0077 1.2580 -0.22
N -0.6602 4.1735 5.2602 -0.28
S -1.5477 5.2474 5.9831 1.00
O -2.3018 4.7419 7.0911 -0.60
O -2.1206 6.3138 5.1863 -0.58
F -0.3555 5.9601 6.7605 -0.27
S -1.8166 3.3009 4.4946 1.15
O -3.0733 3.9260 4.1854 -0.59
O -1.8615 1.9271 4.9287 -0.69
F -1.2044 3.2431 3.0331 -0.07
```

Properties
Energy above the lowest of the compared OMol25 structures with the same formula, charge and spin   22.33 kcal per mole
Charge   +4
Maximum force   5.75 eV/Å
DFT total energy   -104845.235 eV
LUMO energy   -8.072 eV
Highest occupied orbital energy   -0.54212 Ha
Gap between HOMO and LUMO   6.68 eV

# 2
# C16H15IN2O4V

A molecular structure, C16H15IN2O4V (wB97M-V/def2-TZVPD, the OMol25 dataset).

Structure (XYZ):
```
39
Properties=species:S:1:pos:R:3:nbo_charge:R:1
V 0.8195 1.8519 0.0017 1.43
C 3.1733 0.4129 -3.5051 -0.65
C 2.2451 -0.5526 -2.8429 0.18
N 2.3319 -1.8311 -3.1441 -0.36
C 1.4995 -2.7068 -2.5651 0.03
C 0.5204 -2.3677 -1.6613 -0.04
C -0.3523 -3.4436 -1.0635 -0.10
O -1.7441 -3.2240 -1.2788 -0.73
C 0.4078 -1.0008 -1.3034 -0.19
C -0.6624 -0.5940 -0.4180 0.22
N -0.7547 0.5751 0.1255 -0.55
C -1.8779 0.9305 0.9304 0.15
C -2.5476 0.0048 1.7231 -0.22
C -3.6298 0.4049 2.4892 -0.17
C -4.0429 1.7288 2.4819 -0.18
C -3.3686 2.6652 1.7141 -0.21
C -2.2881 2.2619 0.9458 -0.20
I -1.2835 3.6951 -0.2025 0.37
C 1.2924 -0.0921 -1.9036 0.38
O 1.2403 1.2280 -1.6713 -0.68
H 3.8689 -0.1376 -4.1314 0.25
H 2.6153 1.1204 -4.1210 0.24
H 3.7257 0.9961 -2.7675 0.23
H 1.6277 -3.7426 -2.8593 0.21
H -0.0431 -4.4121 -1.4602 0.20
H -0.2212 -3.4894 0.0193 0.19
H -1.9662 -3.4719 -2.1816 0.48
H -1.4491 -1.3233 -0.2493 0.24
H -2.2139 -1.0237 1.7568 0.23
H -4.1451 -0.3207 3.1031 0.24
H -4.8855 2.0397 3.0835 0.24
H -3.6854 3.6990 1.7182 0.24
C 2.4344 1.3595 3.3936 -0.72
C 2.0958 1.5629 1.9623 0.80
O 1.9835 0.6068 1.1412 -0.66
O 1.7806 2.7246 1.5042 -0.69
H 3.2844 0.6854 3.4843 0.26
H 1.5805 0.8730 3.8688 0.26
H 2.6347 2.3074 3.8828 0.26
```

Properties
Energy above the lowest of the compared OMol25 structures with the same formula, charge and spin   2.72 kcal per mole
Charge   +1
Maximum force   0.69 eV/Å
Spin multiplicity   3
DFT total energy   -61790.172 eV
LUMO energy (alpha / beta)   -4.142 / -4.260 eV
Highest occupied orbital energy (alpha / beta)   -0.43869 / -0.43886 Ha
Gap between HOMO and LUMO (alpha / beta)   7.80 / 7.68 eV

# 3
# C4H12ClMg2O2

A molecular structure, C4H12ClMg2O2 at a distorted geometry (wB97M-V/def2-TZVPD, the OMol25 dataset).

Structure (XYZ):
```
21
Properties=species:S:1:pos:R:3:nbo_charge:R:1
Mg 0.7371 -1.2555 -3.3891 1.88
Mg 2.0220 2.0626 -0.6488 1.88
Cl 0.9227 0.2594 -1.6029 -0.88
C 3.0946 -2.4034 1.3193 -0.63
C 2.2787 -1.2053 1.6537 -0.05
O 2.8107 -0.4875 2.7714 -0.70
H 2.8651 -2.7870 0.3252 0.19
H 2.9539 -3.2242 2.0225 0.26
H 4.1314 -2.0671 1.3053 0.24
H 1.2005 -1.3476 1.7271 0.18
H 2.4432 -0.6507 0.7299 0.06
H 2.5253 -1.0749 3.4751 0.49
C -3.2577 1.5808 -0.2155 -0.66
C -3.3615 1.6644 -1.7402 -0.08
O -2.3693 0.9250 -2.3408 -0.70
H -3.5594 0.5930 0.1326 0.23
H -4.0311 2.2319 0.1920 0.26
H -2.3531 1.8471 0.3312 0.18
H -3.2094 2.7339 -1.8861 0.18
H -4.3583 1.4999 -2.1494 0.24
H -1.4853 1.1053 -2.0126 0.43
```

Properties
Energy above the lowest of the compared OMol25 structures with the same formula, charge and spin   136.18 kcal per mole
Charge   +3
Maximum force   3.43 eV/Å
DFT total energy   -31815.578 eV
LUMO energy   -15.559 eV
Highest occupied orbital energy   -0.68043 Ha
Gap between HOMO and LUMO   2.96 eV

> Look up the energy above the lowest of the compared OMol25 structures with the same formula, charge and spin of the third one.

136.18 kcal per mole

> What is the formula in the second record?

C16H15IN2O4V

> Which of these has the highest DFT total energy?

C4H12ClMg2O2

> Among the records above, which one has the highest DFT total energy?

C4H12ClMg2O2